(i)
C2H3NOS2 | ωB97M-V/def2-TZVPD

Atoms and positions in Å:
O: 0.958 -1.292 -0.139
N: 0.150 -0.173 0.102
C: 0.755 1.030 -0.114
S: 0.121 2.514 -0.010
C: -1.189 -0.444 -0.067
S: -2.500 0.589 -0.034
H: 1.234 -1.592 0.785
H: 1.830 0.884 -0.344
H: -1.359 -1.515 -0.179

molecular weight: 121.19 g mol⁻¹
Kohn-Sham gap: 7.341 eV
E_HOMO: -8.068 eV
spin multiplicity: 1
SMILES: ON(C=S)C=S

These are the natural (NBO) partial charges, in e, on atoms 1 to 4:
1 O -0.5285
2 N -0.1703
3 C -0.1494
4 S 0.0473

(ii)
C2H3NOS2 | ωB97M-V/def2-TZVPD

Atoms and positions in Å:
O: 0.736 2.023 -0.006
C: -0.325 1.456 0.000
N: -0.497 0.039 -0.009
S: -2.127 -0.527 -0.065
C: 0.517 -0.893 -0.063
S: 2.123 -0.675 0.027
H: -1.305 1.957 0.022
H: -2.304 -0.691 1.256
H: 0.106 -1.873 -0.181

molecular weight: 121.19 g mol⁻¹
Kohn-Sham gap: 8.400 eV
E_HOMO: -8.651 eV
spin multiplicity: 1
SMILES: O=CN(S)C=S

These are the natural (NBO) partial charges, in e, on atoms 1 to 4:
1 O -0.4936
2 C 0.5333
3 N -0.6114
4 S 0.2063

Most stable = (ii)